{"formula": "C52H52Cl2CrN5O3", "method": "ωB97M-V/def2-TZVPD", "symbols": ["Cr", "Cl", "C", "C", "C", "Cl", "C", "C", "C", "C", "N", "C", "C", "O", "H", "H", "H", "H", "C", "C", "C", "C", "C", "C", "C", "C", "C", "C", "C", "C", "N", "C", "C", "N", "C", "C", "C", "C", "C", "C", "C", "C", "C", "C", "C", "C", "C", "C", "C", "C", "C", "C", "C", "C", "C", "C", "H", "H", "H", "H", "H", "H", "H", "H", "H", "H", "H", "H", "H", "H", "H", "H", "H", "H", "H", "H", "H", "H", "H", "H", "H", "H", "H", "H", "H", "H", "H", "H", "H", "H", "H", "H", "H", "H", "H", "H", "O", "C", "N", "C", "O", "C", "C", "C", "C", "N", "C", "H", "H", "H", "H", "H", "H", "H", "H"], "coordinates": [[0.585965, -0.203285, -0.472064], [1.523507, 4.918037, -1.705824], [2.610578, 3.609408, -1.548021], [3.930825, 3.774704, -1.872056], [4.886499, 2.767521, -1.815874], [6.477250, 3.095626, -2.250278], [4.507409, 1.460340, -1.410302], [5.453091, 0.407665, -1.344659], [4.955239, -0.855263, -1.077282], [3.592117, -1.050323, -0.893295], [2.720698, -0.050045, -0.717573], [3.143055, 1.212567, -1.061079], [2.202181, 2.317755, -1.055635], [0.985686, 2.046065, -0.764931], [4.257899, 4.721519, -2.298691], [6.447217, 0.631173, -1.692435], [5.617813, -1.730850, -1.016659], [3.138876, -2.043677, -0.745266], [-0.823311, 1.490488, -4.040512], [-1.777556, 1.842036, -2.884407], [-2.701939, 3.001904, -3.310040], [-2.561704, 0.644932, -2.602121], [-3.482593, 0.202712, -3.548159], [-4.084135, -1.061460, -3.496763], [-4.007311, -1.732029, -2.279640], [-3.346988, -1.233825, -1.154596], [-3.530794, -1.909912, 0.167548], [-3.733117, -3.449302, 0.055927], [-4.740082, -1.401019, 1.031650], [-2.459534, -0.120892, -1.414223], [-1.471678, 0.187397, -0.450209], [-1.759950, 0.798193, 0.727837], [-0.834061, 0.764205, 1.904063], [0.482025, 0.512059, 1.637219], [1.467127, 0.264896, 2.620322], [1.619242, -1.068618, 3.108664], [2.893119, -1.493137, 3.481260], [3.949436, -0.592719, 3.592745], [3.757421, 0.748503, 3.340270], [2.502302, 1.220774, 2.905996], [2.393906, 2.747569, 2.839234], [1.112614, 3.414062, 2.368254], [3.623004, 3.413450, 2.207841], [0.520719, -2.049511, 3.267683], [0.189517, -2.235537, 4.784720], [0.987548, -3.422376, 2.771931], [-1.552276, 1.332372, 3.055515], [-1.291413, 1.486854, 4.445673], [-2.297385, 2.142740, 5.196889], [-3.479059, 2.628248, 4.641825], [-3.736949, 2.489300, 3.232531], [-4.871298, 2.958064, 2.576312], [-5.052846, 2.662522, 1.250231], [-4.052436, 2.030519, 0.503691], [-2.915904, 1.519764, 1.160039], [-2.775278, 1.786014, 2.547236], [-0.316340, 2.326355, -4.463652], [-1.352780, 0.963472, -4.812497], [-0.078242, 0.761847, -3.682867], [-1.196451, 2.091704, -1.995748], [-2.914556, 2.981838, -4.367568], [-2.289385, 4.000199, -3.098263], [-3.633323, 2.984001, -2.752434], [-3.713295, 0.796594, -4.418971], [-4.711404, -1.458453, -4.317905], [-4.683565, -2.586611, -2.134451], [-2.641483, -1.728020, 0.772133], [-4.814264, -3.699336, -0.112110], [-3.516191, -3.923559, 1.007164], [-3.116550, -3.939263, -0.710929], [-5.531469, -2.191926, 1.088098], [-5.280192, -0.551738, 0.630829], [-4.402928, -1.159026, 2.025474], [3.083355, -2.540118, 3.710148], [4.905526, -0.993031, 3.862541], [4.519354, 1.491303, 3.491183], [2.459756, 3.096938, 3.886069], [0.841035, 3.190665, 1.314437], [1.357024, 4.478250, 2.472570], [0.278948, 3.154242, 3.017004], [4.158422, 2.665172, 1.560706], [4.284693, 3.716408, 3.020043], [3.231050, 4.268180, 1.621055], [-0.403159, -1.778327, 2.720723], [1.047584, -2.734337, 5.260733], [-0.730724, -2.821607, 4.908315], [-0.025865, -1.282963, 5.338378], [1.526371, -3.992465, 3.574254], [1.698325, -3.328997, 1.960707], [0.206625, -4.098562, 2.450573], [-0.389599, 1.018294, 4.916119], [-2.119823, 2.395556, 6.243738], [-4.183046, 3.188106, 5.281992], [-5.593728, 3.583566, 3.104933], [-5.991340, 3.022888, 0.796953], [-4.209110, 1.900263, -0.590942], [1.939816, -1.073689, -5.566259], [1.300479, -2.275864, -5.874756], [2.081267, -3.423541, -5.334901], [2.369237, -3.853788, -4.065271], [3.287801, -4.668647, -3.887607], [1.449402, -3.458889, -2.930449], [1.226699, -4.495866, -2.015531], [0.542805, -4.334107, -0.838259], [0.139395, -3.036636, -0.567023], [0.405296, -2.013078, -1.404355], [1.083109, -2.195760, -2.572101], [2.225532, -0.658742, -6.409875], [1.194311, -2.485551, -6.935168], [0.304451, -2.273205, -5.371090], [2.712486, -3.849117, -5.991766], [1.679214, -5.424439, -2.255311], [0.414723, -5.218553, -0.196054], [-0.409911, -2.770287, 0.352245], [1.100351, -1.305936, -3.215571]], "forces_ev_per_angstrom": [[-0.92, 2.45, 0.94], [-0.44, 0.08, 0.06], [0.41, -2.05, 0.93], [1.42, 0.30, -0.83], [-2.33, -0.32, 0.67], [1.59, 0.43, -0.48], [0.32, 0.32, 0.04], [-1.58, -0.53, -0.34], [1.32, -0.23, -0.37], [-1.41, 0.20, 1.48], [0.39, 0.23, -1.62], [1.35, 0.44, 0.41], [-2.28, -0.02, -0.43], [0.62, -0.13, -0.31], [-0.09, 0.00, 0.26], [0.33, -0.31, 0.44], [-0.35, 0.45, -0.24], [0.61, 0.37, 0.01], [0.34, -0.85, 1.04], [0.66, 1.17, -0.61], [0.35, 0.65, 0.73], [-1.56, -2.20, 0.89], [-0.28, -1.18, -0.95], [-0.10, 0.79, 0.42], [-1.21, -0.41, 0.57], [0.47, 0.78, -2.00], [-0.38, -0.69, 0.72], [-0.55, -0.05, -0.27], [-0.54, -0.72, -0.63], [-0.03, -0.21, 1.31], [1.34, -0.28, -0.81], [1.47, -0.27, 3.42], [-1.30, 0.32, -3.20], [-0.36, -0.67, 0.78], [0.39, 0.10, -0.23], [1.16, 1.05, -0.02], [0.11, 0.51, 0.38], [-0.09, -0.41, -0.28], [-1.29, -0.02, 0.09], [-0.16, -0.52, -0.10], [-0.22, -0.23, 0.62], [0.04, -0.11, -0.75], [-0.05, -0.73, -0.96], [-0.96, -0.95, 0.29], [-0.48, 0.96, 0.11], [0.62, -0.96, 0.55], [1.16, -0.36, 1.66], [0.06, -0.90, -1.83], [-0.72, 0.75, 0.12], [0.49, 0.36, 0.25], [1.10, -0.50, 2.14], [-1.32, 0.40, -0.32], [-0.64, 1.10, 0.33], [0.78, -1.20, -0.80], [-1.07, 0.50, -1.03], [-1.15, 0.71, -0.41], [0.46, 0.80, -0.21], [-0.45, -0.06, -0.55], [0.05, 0.30, -0.01], [0.01, 0.19, -0.05], [-0.21, -0.15, -0.42], [0.29, -0.37, -0.07], [-0.25, -0.16, -0.01], [0.28, 0.25, -0.23], [0.45, 0.41, 0.58], [0.51, 0.10, -0.17], [0.17, 0.08, -0.09], [0.95, 0.22, -0.26], [0.19, -0.01, 0.31], [-0.13, 0.22, 0.11], [0.72, 0.44, 0.15], [0.35, 0.41, -0.19], [-0.01, 0.15, 0.42], [-0.07, 0.23, 0.07], [0.53, 0.04, 0.16], [0.43, -0.08, 0.11], [-0.15, -0.54, 0.01], [0.18, 0.10, 0.63], [-0.59, 0.04, -0.09], [-0.09, 0.10, -0.09], [-0.36, 1.02, 0.31], [0.26, 0.31, -0.41], [0.84, -0.32, 0.19], [0.50, 0.26, 0.22], [-0.38, 0.16, 0.01], [0.32, -0.23, -0.06], [0.40, -0.63, -0.69], [-0.38, 0.53, -0.57], [0.09, 0.05, -0.35], [-0.56, -0.01, -0.07], [-0.82, 0.82, -0.46], [0.00, -0.39, -0.13], [0.38, -0.36, -0.38], [0.08, -0.35, -0.03], [0.65, -0.24, -0.10], [0.24, -0.07, 0.96], [0.28, 0.77, -1.42], [-0.25, -1.41, 2.06], [-0.23, 0.38, -0.49], [0.29, -0.67, -0.39], [-1.37, 1.19, -0.10], [1.35, -0.90, 0.09], [0.19, 0.24, -0.28], [0.15, -0.31, -0.21], [-0.45, 0.65, 0.17], [0.57, -0.70, -0.05], [-2.02, 0.50, 0.36], [-0.15, -0.23, 1.03], [-0.07, 0.22, -0.08], [0.61, -0.05, -0.48], [0.26, 0.04, -0.11], [0.17, -0.83, -0.20], [-0.18, 0.86, -0.07], [0.34, -0.05, -0.56], [0.59, -0.41, 0.32]], "mulliken_spin": [3.997, 0.001, 0.028, -0.005, 0.011, 0.001, -0.014, 0.037, -0.002, 0.112, -0.087, -0.024, -0.033, -0.005, 0.000, 0.002, 0.000, 0.001, 0.016, 0.034, 0.000, -0.113, 0.002, -0.005, 0.010, -0.030, -0.024, 0.000, -0.002, 0.143, -0.265, -0.016, 0.213, -0.022, 0.037, -0.071, -0.005, 0.005, 0.000, -0.004, -0.012, 0.011, 0.001, 0.027, -0.001, -0.001, -0.044, 0.037, -0.017, 0.037, -0.006, -0.036, 0.016, -0.030, 0.019, 0.000, 0.006, 0.004, 0.012, 0.032, 0.000, 0.000, 0.000, 0.001, 0.000, 0.000, 0.015, 0.000, 0.000, 0.000, 0.000, 0.000, 0.000, 0.000, 0.001, 0.000, 0.000, -0.002, 0.000, -0.003, 0.001, 0.000, 0.000, 0.000, 0.000, 0.000, 0.000, 0.000, 0.004, 0.002, 0.008, -0.001, 0.004, -0.003, 0.001, -0.013, 0.001, 0.002, 0.000, 0.002, 0.000, 0.034, 0.025, 0.020, 0.057, -0.120, 0.086, 0.000, 0.000, -0.002, 0.000, 0.000, 0.000, -0.041, -0.058], "homo_lumo_gap_ev": [3.63, 3.72], "energy_ha": -4477.13015, "total_charge": -1, "largest_force_ha_per_bohr": 0.0726, "multiplicity": 5, "lumo_energy_ev": [1.707, 1.677]}